[1]
The following is a DFT calculation (wB97M-V/def2-TZVPD) of an isolated molecule of C4H4N2O.

```
11
Properties=species:S:1:pos:R:3:forces:R:3
N -1.108044 -1.962068 -0.278338 -0.0611 0.6334 0.2818
C -1.203268 -0.835578 0.182657 0.0741 -0.3413 -0.1859
C 0.939093 1.141046 0.384560 -0.1690 0.0690 0.1081
H -1.258120 -2.042414 -1.285641 0.0065 0.0125 0.0588
H -2.190948 0.631886 1.246650 0.0920 -0.0337 -0.0816
O 0.894636 -0.028696 -1.716045 0.2096 0.0784 0.5305
H 1.695370 1.887930 0.648440 -0.0627 -0.1455 -0.0119
C 1.398578 0.119950 -0.626351 -0.2349 -0.0644 -0.3671
N -0.188160 1.239785 0.966700 0.2837 -0.1345 -0.2110
H 2.271792 -0.490632 -0.316203 0.0114 0.1051 -0.0796
C -1.250928 0.338792 0.793572 -0.1495 -0.1791 -0.0422
```
Positions in Å, forces in eV/Å.

## Properties
Kohn-Sham gap (eV): 8.887
HOMO (Eh): -0.3278
Multiplicity: 1
SMILES string: N=C=C/N=C\C=O
Charge: 0

***

[2]
The following is a DFT calculation (wB97M-V/def2-TZVPD) of a 2-piece molecular cluster, C17H19N overall.

```
37
Properties=species:S:1:pos:R:3:forces:R:3
C -2.122119 0.829500 -3.977399 -0.1387 2.5127 -1.7436
C 2.929941 -0.417962 3.222139 1.5275 -2.0322 1.8971
C -3.775213 -1.498855 -0.879465 -1.1146 -1.9707 0.4095
C 3.394917 0.445240 2.129245 0.4348 -0.5549 -1.4847
H 2.074081 1.312033 -0.907203 -1.6049 0.2916 -1.2865
H 3.705212 -1.255147 3.399874 -0.9412 1.2360 -0.2485
H -1.317962 -2.998363 -2.370980 -1.1004 0.8727 0.5650
H -2.929308 -3.401059 -0.480830 0.2507 -1.6104 0.4264
C -5.083301 -1.612520 -0.030717 1.2920 -0.5402 -2.0678
N -2.071185 -2.347214 -2.066029 4.1386 0.0859 -2.8783
C -3.356303 -0.556469 -1.788125 2.0801 2.7556 -2.6822
C -1.685499 -0.443856 -3.702004 -0.0905 0.2647 0.8635
H 5.384754 1.024015 2.944842 -0.2045 -0.5536 -0.8137
H -0.914400 -0.882292 -4.296121 0.2450 -0.4329 -0.3292
C -2.188234 -1.048390 -2.553657 -2.5662 -0.8959 0.9019
C 2.718893 1.275429 -0.103078 -0.2742 -1.9912 2.9996
H -1.788430 1.370782 -4.968851 -0.3285 -1.1832 2.1866
C 4.942309 1.766982 0.882920 -1.8485 -1.1266 0.1609
H 1.763431 0.800403 4.549972 0.4659 0.2225 0.4322
C 2.475001 0.556800 1.087011 -0.9842 -0.4686 -1.5006
H -5.852702 -0.879963 -0.259804 0.2499 0.2392 -0.2659
C 3.892375 1.870490 -0.115474 4.2518 2.6420 1.3184
H 4.052155 2.768392 -0.675053 0.2182 -0.0853 -1.4130
H -4.721833 -1.424632 0.946253 -0.4541 -0.4557 1.4636
H -4.492874 1.382705 -1.568301 0.7960 -1.2839 -0.2895
C -3.713730 0.757020 -2.099269 0.1115 3.8867 -1.4365
C -3.042809 1.546833 -3.157417 0.3905 -7.7673 2.1618
H -5.524929 -2.617768 -0.282325 0.4706 0.9281 0.9764
H -3.210553 2.506115 -3.336550 -1.1467 3.9247 -0.6159
C -2.903286 -2.555210 -1.088637 -3.0676 0.6721 2.3631
H 1.481932 0.033527 1.063136 1.1012 0.3708 0.7962
H 3.536692 1.124074 4.874396 -0.1372 0.5916 -1.7426
H 2.018358 -1.007118 2.906873 0.7154 1.0411 0.7323
C 4.744576 0.946752 2.046260 -1.6266 2.3486 -1.6322
C 2.784176 0.397308 4.528536 0.0605 -1.4800 2.9308
H 5.771336 2.407662 0.582896 0.2830 -0.4287 0.9269
H 3.024532 -0.175241 5.542938 -1.4548 -0.0253 -2.0815
```
Positions in Å, forces in eV/Å.

## Properties
Kohn-Sham gap (eV): 8.183
HOMO (Eh): -0.2766
Multiplicity: 1
SMILES string: Cc1c[nH]c2ccccc12.CCc1ccccc1
Charge: 0

***

[3]
The following is a DFT calculation (wB97M-V/def2-TZVPD) of an isolated molecule of C17H16FNOS3.

```
39
Properties=species:S:1:pos:R:3:forces:R:3
H -3.254123 -1.338859 2.248636 -0.2389 0.0458 -0.0933
F -4.124724 1.000208 3.206501 0.8802 -0.6692 0.1207
C -0.027778 -0.618072 -6.262836 0.1528 -0.0438 1.0263
H -1.911612 1.008777 -1.524036 -0.6209 0.1518 0.1715
C -0.867971 0.354573 4.778573 -0.8476 -0.0998 -0.6459
C 2.340297 -0.492310 2.231652 1.4370 0.1015 -0.3505
C 1.240475 0.068577 -2.073035 0.4803 0.2234 1.0406
H -0.238068 0.869352 5.496645 0.1664 -0.2861 -0.1189
H 1.861080 -0.118224 -2.948385 0.2677 -0.1514 0.5358
C -0.042871 0.464516 -2.334963 -0.7290 -0.2812 0.2787
S -0.419894 -1.169868 -4.545412 0.2370 0.4281 -0.1984
H 2.196271 0.461818 4.075572 -0.1338 1.1886 0.6928
H 2.719594 -0.324944 -0.599308 -0.3105 0.0828 0.2739
C -0.473869 0.639066 0.057665 0.5332 -0.1433 -0.8871
C 0.853254 0.271732 0.350346 -0.3880 -0.4143 -1.8553
C -0.534433 0.508833 -3.743110 0.3712 -0.2780 -0.9803
C -1.388209 -1.486963 3.278581 -0.4357 0.8104 0.6871
H -1.174373 -2.478365 2.889516 0.1164 0.3089 -0.1649
H -0.951184 -0.438040 -6.760736 -0.6772 0.5144 -0.4141
C 2.355469 -0.536044 3.766270 -1.1194 -0.3178 -1.3069
O 3.334603 -0.843525 1.617155 -0.6999 -0.0983 0.0245
H 1.894065 0.231437 -6.016346 0.9067 -0.2598 -0.0691
N 1.247694 0.115379 1.673950 0.3350 -0.2199 0.7404
C -0.512170 -0.878277 4.190187 0.2126 0.7521 -0.3208
H 0.848495 1.132553 -7.137315 0.1066 0.0561 0.3911
H -2.285951 1.948551 4.884081 -0.2972 -0.0502 -0.0620
C -2.959346 0.366602 3.523177 1.0506 0.4756 0.6931
C 0.904071 0.575183 -6.191865 -0.9384 0.3251 0.0858
C -0.912114 0.726257 -1.276712 1.0515 -0.0577 0.6508
C 1.686688 -0.016838 -0.746237 0.7607 -0.1694 -0.4994
H 0.480417 -1.392928 -6.824685 0.0333 -0.5004 0.2451
H -1.562260 0.849269 -3.713063 -0.1848 0.0438 -0.4125
H -1.146995 0.820686 0.866967 -0.4576 0.1604 0.3797
H 0.585141 0.375548 2.367499 -0.7834 0.2522 0.2189
S 1.080665 -1.614112 4.524812 0.2888 -0.6164 0.3553
C -2.600679 -0.848563 2.951070 0.0250 -0.2450 0.1522
H 3.353500 -0.834943 4.055352 -0.0758 -0.4210 0.2493
S 0.484415 1.659600 -4.780940 -0.4536 0.0519 -0.0970
C -2.077567 0.982357 4.444778 -0.0213 -0.6496 -0.5370
```
Positions in Å, forces in eV/Å.

## Properties
Kohn-Sham gap (eV): 8.751
HOMO (Eh): -0.3050
Multiplicity: 1
SMILES string: O=C(CSc1ccc(F)cc1)Nc1ccc(C2SCCS2)cc1
Charge: 0

***

[4]
The following is a DFT calculation (wB97M-V/def2-TZVPD) of C22H30ErO2Si as an isolated structure.

```
56
Properties=species:S:1:pos:R:3:forces:R:3
C -1.602965 -3.120155 -0.958985 -0.7920 -0.0746 0.3220
H 0.449676 -4.303273 3.526641 0.2294 0.8260 -0.4949
H 2.240629 -1.587816 1.119672 1.0600 0.2582 0.6651
H -0.284393 5.524015 2.778735 0.2514 -0.4459 -0.2993
C 0.011860 4.770458 2.036874 0.2983 0.2918 -0.5185
C -1.323297 -0.121805 2.830168 -0.4245 0.0048 0.2546
H 0.110230 1.944564 -6.280001 0.0627 0.0158 -0.1320
H -1.065709 0.781422 2.242909 0.3048 -0.5931 0.3552
C 1.491457 0.560375 -3.494899 -0.0869 0.7696 -0.2650
H 2.639739 2.740342 1.183157 -0.2642 0.1760 -0.0588
H -1.234264 3.288826 -0.751635 0.5084 -0.1482 0.4436
H -0.744475 1.366913 -1.242731 -0.2671 -0.3551 0.4458
C -0.146009 -2.187649 3.468717 -0.8623 -0.3240 0.3336
H -1.570431 -0.031517 -2.212279 0.1988 -0.3751 0.4069
C -2.330702 -2.387734 0.041228 -0.1664 -0.4994 -0.6420
Er 0.061208 -1.685032 0.321495 0.5699 1.1902 -1.4768
H 0.424036 -1.690988 4.269488 -0.0572 0.0330 -0.4301
C 0.487007 1.875379 -5.272180 -0.0893 -0.0359 0.6513
H -0.044213 3.890085 -4.730647 -0.1607 0.1535 -0.2795
H -1.827783 4.904240 0.947996 -0.1370 0.1239 -0.0846
H 0.492922 -5.746376 1.870549 -0.2708 0.7967 -0.8793
H 1.131323 -0.147418 -5.469025 0.1545 -0.2214 -0.3291
C 0.667709 -3.385502 2.929395 -0.1844 0.0871 -1.2333
C 1.050749 0.693302 -4.806744 0.3448 -0.2947 -0.0518
Si 0.688313 1.298859 -0.957222 -0.0183 -1.5729 -0.5684
C -1.626076 -0.910560 -1.573202 -0.4512 -0.6350 0.0468
H -2.839667 -2.824914 0.897681 0.1481 0.1225 -0.1771
O -0.525447 -1.266445 2.421884 0.5069 0.3396 0.8940
H -0.591131 -2.434463 -2.840816 -0.1378 0.0271 0.1517
H -1.240135 0.056714 3.914096 0.3093 0.0119 -0.4968
C -0.856841 4.439645 1.002057 0.2092 -0.2666 -0.2997
C 1.300674 4.246109 1.997354 0.3277 -0.2805 -0.1256
C 0.363345 2.950245 -4.402341 0.1430 0.5157 0.2040
C 0.710321 2.755714 0.183582 -0.0819 0.3807 0.2462
C 1.265041 1.633077 -2.625396 0.6608 -0.2114 -0.3055
H 0.586681 3.631553 -2.339973 -0.0650 0.1086 -0.3601
H 2.854384 0.008014 0.393202 -0.0355 -0.6780 -0.1107
H 2.036921 -0.317379 -3.135911 -0.5378 0.0686 -0.1772
H 0.355515 -5.169217 0.098160 -0.0094 -0.2329 0.7373
H -1.095870 -5.172828 1.162253 0.6882 -0.1780 0.0362
H 1.787011 0.120190 1.775796 0.4922 -1.1313 -0.2037
C -2.322142 -1.009636 -0.323004 0.1839 -0.3805 -0.8398
C 0.742770 2.841647 -3.068762 0.1434 -0.3760 -0.8203
H -2.365439 -0.358145 2.619473 -0.0583 -0.0698 0.0210
C 2.028551 -0.525791 0.878704 -0.4004 0.9884 1.9197
C -1.149260 -2.202095 -1.939459 -0.6123 0.4738 0.4373
H 1.754843 -3.143490 2.933963 -0.7585 -0.3618 -0.1519
O 0.252953 -3.641758 1.477780 0.9887 -0.5460 2.2404
H 1.007194 -0.342439 -0.944555 -0.7833 2.2361 -0.9162
H -1.506457 -4.209007 -1.019227 0.0023 0.5476 0.1100
H -1.093039 -2.532116 3.904892 0.2114 -0.1094 -0.0095
H 2.032448 4.657590 2.682424 0.0679 -0.2863 0.0693
C 1.661504 3.216383 1.094582 -0.6462 0.4207 0.8586
C -0.495457 3.494144 0.037463 -0.3622 -0.0535 1.0274
H -2.812566 -0.188602 0.207002 0.1671 -0.3524 -0.2787
C 0.006755 -5.045653 1.139627 -0.5123 0.1220 0.1384
```
Positions in Å, forces in eV/Å.

## Properties
Kohn-Sham gap (alpha / beta) (eV): 7.053 / 7.226
HOMO (alpha / beta) (Eh): -0.3633 / -0.3666
Multiplicity: 4
Charge: +1

***

For the records above, the corresponding energy above the lowest of the compared OMol25 structures with the same formula, charge and spin values read 66.7, 87.1, 14.9, 0.0 kcal per mole.
For the records above, the corresponding total energy values read -9237.5966, -19424.1264, -56649.7050, -62883.8832 eV.
For the records above, the corresponding molar mass values read 96.09, 237.35, 365.52, 521.83 g mol⁻¹.